41
Properties=species:S:1:pos:R:3:forces:R:3:lowdin_charge:R:1 method="wB97M-V/def2-TZVPD" max_force_ev_per_a=1.0 s_squared=2.016 total_energy_ha=-2237.285758 charge=+1 homo_ev="-10.73 / -10.72" homo_lumo_gap_ev="3.896 / 4.085" de_lowest_kcal_mol=16.8 spin_multiplicity=3
Mo -0.083 -0.180 -0.044 0.2 0.1 0.1 1.8826
O -3.105 -4.975 4.057 -0.1 0.0 0.2 0.0096
C -2.122 -5.237 3.363 0.0 0.2 -0.3 -0.6795
O -1.398 -6.214 3.178 0.1 -0.1 0.1 0.0199
C -1.705 -4.020 2.453 -0.1 -0.1 0.2 -0.0227
C -2.512 -2.891 2.379 0.1 0.0 -0.1 0.0463
C -2.114 -1.821 1.609 -0.1 0.0 0.0 -0.0765
N -0.956 -1.843 0.919 0.0 0.1 0.0 -0.0940
C -0.189 -2.965 0.972 0.1 0.0 0.1 -0.1730
C -0.515 -4.064 1.717 -0.1 0.1 -0.1 0.1117
C 1.059 -2.866 0.181 -0.1 0.2 -0.1 -0.3535
O 1.926 -3.612 -0.040 0.0 -0.1 0.0 0.2640
O 1.092 -1.496 -0.363 0.0 -0.5 0.2 -0.2542
H -3.427 -2.887 2.958 0.0 0.0 0.0 0.1335
H -2.705 -0.918 1.527 0.0 0.0 0.0 0.1027
H 0.093 -4.959 1.765 0.0 0.0 0.0 0.1520
O 3.321 1.323 -0.398 0.2 -0.1 0.0 -0.1668
Cl 2.083 1.642 0.150 -0.2 0.6 -0.7 0.7462
O 1.912 2.979 0.549 0.1 -0.1 0.1 -0.2337
O 0.976 1.331 -0.897 0.3 0.4 -0.2 -0.4832
O 1.676 0.712 1.214 -0.4 -0.5 0.3 -0.3808
C -6.758 5.004 0.836 0.0 0.0 0.0 -0.0237
C -5.389 4.404 0.924 0.0 0.0 0.0 -0.2282
C -5.204 3.121 1.454 0.0 0.0 0.0 -0.0027
C -3.948 2.558 1.533 0.0 0.0 0.1 -0.0560
C -2.860 3.285 1.057 0.0 0.0 0.0 -0.4240
C -3.013 4.555 0.510 0.0 0.0 -0.1 -0.0588
C -4.279 5.110 0.461 0.0 0.0 0.0 -0.0069
S -1.225 2.687 1.149 -0.2 0.2 0.1 1.1010
C -0.974 2.441 2.896 0.0 0.0 0.0 -0.1772
O -1.329 1.176 0.649 0.1 -0.4 0.2 -0.6767
H -7.481 4.443 1.425 0.0 0.0 0.0 0.0863
H -7.098 5.009 -0.202 0.0 0.0 0.0 0.1007
H -6.753 6.038 1.181 0.0 0.0 0.0 0.0945
H -6.060 2.566 1.814 0.0 0.0 0.0 0.1284
H -3.817 1.568 1.953 0.0 0.0 0.0 0.1117
H -2.157 5.098 0.128 0.0 0.0 0.0 0.1208
H -4.409 6.101 0.048 0.0 0.0 0.0 0.1318
H -1.779 1.836 3.308 0.0 0.0 0.0 0.0763
H -0.971 3.433 3.348 0.0 0.0 0.0 0.0898
H 0.002 1.975 3.024 0.0 0.0 0.0 0.0625